1.
{
  "formula": "C3H4CdFO3",
  "method": "ωB97M-V/def2-TZVPD",
  "s_squared": 0.752,
  "homo_ev": [-8.3, -10.5],
  "orbital_gap_ev": [8.707, 8.786],
  "multiplicity": 2,
  "e_tot_ev": -16598.46312,
  "de_lowest_kcal_mol": 0.00,
  "elements": ["F", "O", "C", "C", "O", "O", "C", "Cd", "H", "H", "H", "H"],
  "xyz": [[-4.28011, 0.55568, 0.26745], [-0.96338, 0.09241, 2.61398], [-0.70770, -1.04340, 2.10895], [-2.99629, 0.28596, 1.08384], [0.45725, -1.50521, 2.12322], [-1.62318, -1.65852, 1.37458], [-2.31005, -0.88244, 0.38739], [1.14161, -0.08842, 3.45441], [-2.47678, 1.23440, 0.89873], [-3.45663, -0.01348, 2.03425], [-1.58559, -0.52391, -0.35200], [-3.04509, -1.55247, -0.07155]],
  "mulliken_spin": [0.001, -0.028, 0.107, 0.000, 0.000, 0.000, 0.000, 0.919, 0.000, 0.000, 0.000, 0.001]
}

---

2.
{
  "formula": "C3H4Cl2",
  "method": "ωB97M-V/def2-TZVPD",
  "homo_ev": -9.9,
  "orbital_gap_ev": 10.925,
  "multiplicity": 1,
  "e_tot_ev": -28219.13646,
  "smiles": "Cl[C@@H]1C[C@H]1Cl",
  "de_lowest_kcal_mol": 23.59,
  "elements": ["C", "C", "C", "H", "H", "H", "H", "Cl", "Cl"],
  "xyz": [[-0.65044, -0.45302, 0.41106], [0.03900, 0.97430, -0.04369], [0.56913, -0.33065, -0.45876], [-0.34720, -0.79153, 1.39824], [-0.51738, 1.83617, -0.62120], [0.47893, 1.37308, 0.91606], [0.44376, -0.68799, -1.51686], [-2.22578, -0.95282, -0.08995], [2.20997, -0.96754, 0.00509]],
  "nbo_charge": [-0.264, -0.437, -0.225, 0.229, 0.260, 0.236, 0.244, 0.016, -0.058]
}

---

3.
{
  "formula": "C3H4Cl2FN4",
  "method": "ωB97M-V/def2-TZVPD",
  "homo_ev": -14.8,
  "orbital_gap_ev": 10.583,
  "multiplicity": 1,
  "e_tot_ev": -36888.13114,
  "charge": 1,
  "de_lowest_kcal_mol": 21.00,
  "elements": ["C", "C", "C", "N", "N", "N", "N", "F", "Cl", "Cl", "H", "H", "H", "H"],
  "xyz": [[-0.01623, -0.66677, -1.31941], [-1.44569, 0.58734, 0.10318], [1.40377, 0.47804, 0.03901], [1.09698, -0.27582, -0.92375], [-1.23728, -0.19380, -1.01814], [-0.37648, 1.09465, 0.52574], [1.92217, 0.02403, 1.20595], [1.55742, -1.18200, 1.60091], [-2.98505, 0.71962, 0.78274], [2.10250, 1.94062, -0.29870], [0.06333, -1.25095, -2.22204], [-2.07667, -0.59837, -1.32035], [-0.26035, 1.48885, 1.42159], [2.42233, 0.65144, 1.86049]],
  "nbo_charge": [0.376, 0.428, 0.438, -0.479, -0.580, -0.641, -0.189, -0.160, 0.147, 0.154, 0.234, 0.441, 0.409, 0.424]
}

---

4.
{
  "formula": "C3H4Cl2N3",
  "method": "ωB97M-V/def2-TZVPD",
  "s_squared": 2.037,
  "homo_ev": [-13.6, -14.8],
  "orbital_gap_ev": [8.688, 6.188],
  "multiplicity": 3,
  "e_tot_ev": -32676.90547,
  "charge": 1,
  "de_lowest_kcal_mol": 39.22,
  "elements": ["C", "C", "C", "N", "N", "N", "Cl", "Cl", "H", "H", "H", "H"],
  "xyz": [[-1.80938, 0.32060, -0.12115], [0.60697, -1.20988, 0.16539], [0.95952, 0.39909, 0.17476], [-1.38068, -0.68112, -0.69391], [-0.31638, -1.27319, -0.85683], [-0.10988, 1.18885, 0.42787], [-3.13352, 1.19331, 0.12737], [1.96546, 0.81263, -1.26239], [1.50539, -1.77459, -0.07263], [0.22946, -1.42244, 1.16700], [1.63856, 0.39018, 1.04419], [-0.15551, 2.05655, -0.09968]],
  "mulliken_spin": [0.238, 0.128, 0.059, 0.251, 0.806, 0.315, 0.108, 0.019, 0.005, 0.017, 0.062, -0.007]
}

---

5.
{
  "formula": "C3H4Cl2NO2P",
  "method": "ωB97M-V/def2-TZVPD",
  "homo_ev": -9.7,
  "orbital_gap_ev": 10.227,
  "multiplicity": 1,
  "e_tot_ev": -43094.24834,
  "smiles": "O=P(Cl)(Cl)[C@H]1N=CCO1",
  "de_lowest_kcal_mol": 30.25,
  "elements": ["C", "C", "C", "N", "O", "O", "P", "Cl", "Cl", "H", "H", "H", "H"],
  "xyz": [[-0.09273, -0.96199, -0.16871], [-0.55508, 0.40319, 0.16631], [1.71114, 0.53447, 0.31658], [1.14490, -1.05190, -0.34540], [0.66313, -0.80961, 2.60100], [0.58064, 1.24281, 0.03946], [1.91568, -0.29295, 2.02211], [2.34341, 1.33385, 3.12090], [3.35494, -1.62492, 2.02488], [-0.69039, -1.81584, -0.56754], [-1.19774, 0.76553, -0.56954], [-1.01935, 0.36982, 1.24399], [2.55811, 0.81240, -0.30848]],
  "nbo_charge": [0.059, -0.152, -0.082, -0.425, -1.069, -0.488, 1.692, -0.258, -0.176, 0.226, 0.211, 0.228, 0.234]
}

---

6.
{
  "formula": "C3H4Cl2O",
  "method": "ωB97M-V/def2-TZVPD",
  "homo_ev": -10.4,
  "orbital_gap_ev": 11.243,
  "multiplicity": 1,
  "e_tot_ev": -30266.62404,
  "smiles": "ClC1(Cl)COC1",
  "de_lowest_kcal_mol": 38.11,
  "elements": ["C", "C", "C", "H", "H", "H", "H", "O", "Cl", "Cl"],
  "xyz": [[-0.08082, -0.62109, 0.20686], [0.38788, 0.70105, 0.76342], [-0.24575, 0.00751, -1.12470], [-0.20138, 1.24084, 1.53214], [1.40415, 0.68004, 1.18049], [0.31858, -0.48440, -1.92769], [-1.18053, 0.29604, -1.50218], [0.29850, 1.26621, -0.58027], [-1.67617, -1.12666, 1.00411], [0.97553, -1.95955, 0.44782]],
  "nbo_charge": [-0.064, -0.095, -0.106, 0.205, 0.193, 0.198, 0.212, -0.512, -0.074, 0.043]
}

---

7.
{
  "formula": "C3H4Cl2O",
  "method": "ωB97M-V/def2-TZVPD",
  "homo_ev": -9.8,
  "orbital_gap_ev": 9.943,
  "multiplicity": 1,
  "e_tot_ev": -30265.34319,
  "de_lowest_kcal_mol": 67.65,
  "elements": ["C", "C", "C", "O", "Cl", "Cl", "H", "H", "H", "H"],
  "xyz": [[0.23782, 0.73619, 0.03248], [1.00199, -0.60090, 0.16173], [-1.72818, -0.41862, 0.06451], [-1.13084, 0.61746, -0.45984], [2.56213, -0.43991, -0.67247], [-3.43752, -0.33336, -0.50835], [0.13100, 1.10963, 0.94941], [0.82493, 1.46451, -0.64260], [0.32196, -1.40675, -0.17546], [1.21672, -0.72827, 1.25059]],
  "nbo_charge": [-0.082, -0.427, 0.235, -0.487, -0.044, -0.086, 0.189, 0.223, 0.254, 0.228]
}

---

8.
{
  "formula": "C3H4Cl2OS",
  "method": "ωB97M-V/def2-TZVPD",
  "homo_ev": -9.6,
  "orbital_gap_ev": 8.652,
  "multiplicity": 1,
  "e_tot_ev": -41102.53532,
  "smiles": "OCC(=S)C(Cl)Cl",
  "de_lowest_kcal_mol": 4.16,
  "elements": ["C", "C", "C", "H", "H", "H", "H", "O", "S", "Cl", "Cl"],
  "xyz": [[-0.21471, 0.55216, 1.56526], [-0.62461, -0.08048, 0.22745], [0.43371, -0.39213, -0.80302], [-2.07892, 0.86562, 2.11208], [0.68576, 1.18904, 1.40180], [0.20171, -0.32311, 2.08330], [-0.00399, -1.03607, -1.63678], [-1.20513, 1.28540, 2.29649], [-2.17249, -0.45157, -0.06675], [1.75147, -1.33204, -0.08017], [1.07382, 1.08318, -1.51998]],
  "nbo_charge": [-0.150, -0.118, -0.308, 0.483, 0.211, 0.205, 0.261, -0.697, 0.096, -0.003, 0.021]
}

---

9.
{
  "formula": "C3H4Cl2OSi",
  "method": "ωB97M-V/def2-TZVPD",
  "homo_ev": -9.4,
  "orbital_gap_ev": 9.304,
  "multiplicity": 1,
  "e_tot_ev": -38146.72901,
  "smiles": "C=CC(=O)[SiH](Cl)Cl",
  "de_lowest_kcal_mol": 1.67,
  "elements": ["C", "C", "C", "O", "Si", "Cl", "Cl", "H", "H", "H", "H"],
  "xyz": [[-2.16903, -0.13181, -0.42306], [-1.01691, 0.53918, -0.11693], [0.23654, 0.09408, -0.59071], [0.45407, -0.16076, -1.77777], [1.72710, -0.19492, 0.67060], [2.77077, -1.69388, -0.08482], [2.88931, 1.41710, 0.63037], [-3.00197, 0.03491, 0.09598], [-2.22090, -0.98096, -1.02602], [-0.89382, 1.28417, 0.61999], [1.22482, -0.20710, 2.00238]],
  "nbo_charge": [-0.268, -0.307, 0.186, -0.519, 1.153, -0.311, -0.349, 0.185, 0.202, 0.214, -0.186]
}

---

10.
{
  "formula": "C3H4Cl2Si",
  "method": "ωB97M-V/def2-TZVPD",
  "homo_ev": [-9.3, -8.4],
  "orbital_gap_ev": [7.845, 7.150],
  "multiplicity": 1,
  "e_tot_ev": -36093.74916,
  "de_lowest_kcal_mol": 123.85,
  "elements": ["C", "C", "C", "Si", "Cl", "Cl", "H", "H", "H", "H"],
  "xyz": [[-0.61594, 0.12925, -0.77598], [0.19921, -0.50492, -0.01154], [-0.22681, 0.81669, 0.59223], [-4.05260, 0.24409, 0.85557], [-4.34423, -1.63700, 0.19590], [-3.42188, 1.36502, -0.71605], [-1.25670, 0.16806, -1.55966], [0.60063, 1.60700, 0.45256], [-1.03789, 0.89466, 1.33708], [-3.00793, 0.61460, 1.92755]],
  "nbo_charge": [-0.305, 0.076, -0.401, 0.927, -0.355, -0.390, 0.229, 0.197, 0.196, -0.173]
}